C26H78BN6O10Zr | the ωB97M-V functional and the def2-TZVPD basis

Results
max |F| = 5.14 eV/A
charge = +1
frontier orbital gap = 2.20 eV
total energy = -59572.6318 eV

Last column: Löwdin charge in e.
Cartesian coordinates (Å):
1 Zr -0.53237 -4.84450 -2.83191  1.4831
2 B -1.84124 -3.68793 -5.27034  -0.3996
3 H -1.71586 -4.71819 -5.56542  -0.0721
4 H -2.52142 -3.70403 -4.43289  -0.0793
5 H -0.85622 -3.32570 -5.01977  -0.0916
6 H -2.30787 -3.14450 -6.07729  -0.0361
7 O -1.38061 -2.76707 -0.75349  -0.0923
8 C -0.56613 -1.64769 -0.37531  -0.1840
9 C 0.93647 -1.68055 -0.93946  -0.2296
10 O 1.26775 -2.65183 -1.88526  -0.0800
11 H -0.43901 -1.77041 0.70026  0.1677
12 H -1.13408 -0.72562 -0.49914  0.1517
13 H 1.60336 -1.79531 -0.08494  0.1550
14 H 1.22790 -0.68684 -1.27961  0.1720
15 C -2.31146 1.71118 5.55118  -0.0550
16 C -2.46850 0.16045 5.35914  -0.4100
17 C -3.38439 -0.42359 6.49202  -0.1923
18 O -2.52165 -0.61578 7.60351  -0.2058
19 C -3.05305 -1.45633 8.67301  -0.0740
20 N -3.02205 -0.00887 4.02665  0.0209
21 H -2.06709 1.90200 6.59614  0.0724
22 H -3.22114 2.29771 5.42246  0.0775
23 H -1.53413 2.12055 4.90599  0.0632
24 H -1.50294 -0.34461 5.38588  0.1245
25 H -3.75483 -1.40754 6.20445  0.1104
26 H -4.21837 0.26114 6.64604  0.1258
27 H -3.47403 -2.35936 8.23096  0.0780
28 H -3.82626 -1.08766 9.34703  0.0806
29 H -2.17394 -1.61717 9.29702  0.0849
30 H -2.38879 0.49173 3.41961  0.0517
31 H -2.74821 -0.93739 3.73863  0.0464
32 C -6.04133 1.12624 -1.78009  -0.0698
33 C -6.50547 -0.27245 -2.08908  -0.4496
34 C -6.06032 -0.80831 -3.46813  -0.2218
35 O -6.61917 -0.06692 -4.50814  -0.1841
36 C -5.95843 -0.16885 -5.79645  -0.0655
37 N -6.08661 -1.15010 -1.01576  0.0353
38 H -6.57666 1.77050 -2.47755  0.0803
39 H -4.96335 1.20666 -1.92007  0.0773
40 H -6.39712 1.48797 -0.81538  0.0798
41 H -7.59376 -0.25967 -2.02933  0.1414
42 H -6.16820 -1.88052 -3.63196  0.1262
43 H -4.98046 -0.66018 -3.46067  0.1093
44 H -5.06451 0.45105 -5.72782  0.0716
45 H -6.63435 0.28336 -6.52222  0.0876
46 H -5.71257 -1.15871 -6.18097  0.0859
47 H -5.08301 -1.26332 -1.02439  0.0602
48 H -6.39172 -0.65003 -0.19300  0.0700
49 C 7.16623 0.92101 -3.50294  -0.0607
50 C 5.78410 0.73613 -2.90175  -0.4300
51 C 4.97559 2.10521 -3.07880  -0.1796
52 O 5.56512 2.99111 -2.13435  -0.1933
53 C 5.31353 4.27692 -2.48887  -0.1632
54 N 5.16211 -0.41929 -3.45795  0.0439
55 H 7.18105 1.23497 -4.54664  0.0818
56 H 7.62704 -0.06523 -3.44742  0.0785
57 H 7.71303 1.65168 -2.90693  0.0819
58 H 5.88561 0.74103 -1.81649  0.1372
59 H 3.94293 1.95559 -2.76364  0.1074
60 H 4.95681 2.49869 -4.09513  0.1208
61 H 4.25604 4.52941 -2.41104  0.0877
62 H 5.69357 4.55649 -3.47148  0.0947
63 H 5.80131 4.94750 -1.78141  0.0935
64 H 4.21348 -0.57941 -3.15044  0.0562
65 H 4.99110 -0.39040 -4.45296  0.0810
66 C 2.86811 2.29722 3.55556  -0.0544
67 C 3.07023 2.18552 2.01948  -0.4225
68 C 1.99216 2.96236 1.26717  -0.2226
69 O 0.66751 2.47782 1.40273  -0.1995
70 C -0.30248 3.30741 0.82143  -0.1221
71 N 4.33450 2.82396 1.71872  0.0366
72 H 1.89758 1.92886 3.88796  0.0658
73 H 2.93666 3.32452 3.91339  0.0793
74 H 3.67193 1.74762 4.04535  0.0745
75 H 3.15089 1.12793 1.76827  0.1314
76 H 2.23797 3.08374 0.21222  0.1169
77 H 1.99638 3.97359 1.67398  0.1257
78 H -1.23991 2.81921 1.08782  0.0866
79 H -0.14551 3.41292 -0.25203  0.0833
80 H -0.34182 4.34165 1.16330  0.0899
81 H 4.31342 3.82618 1.84204  0.0763
82 H 4.47198 2.86797 0.71910  0.0554
83 C 1.02438 1.92037 -7.10318  -0.0842
84 C 0.10130 0.97948 -6.45271  -0.4745
85 C -1.28608 1.54075 -6.13160  -0.1600
86 O -1.23561 2.64128 -5.13287  -0.1924
87 C -2.51047 3.23025 -4.88602  -0.1275
88 N -0.03624 -0.11997 -7.41528  0.0447
89 H 0.55950 2.26112 -8.02831  0.0885
90 H 1.96774 1.40679 -7.28873  0.0824
91 H 1.25702 2.79594 -6.49708  0.0809
92 H 0.55567 0.65389 -5.51694  0.1364
93 H -1.84743 0.77570 -5.59524  0.1127
94 H -1.78439 1.77304 -7.07279  0.1242
95 H -3.33482 2.59624 -4.55956  0.0632
96 H -2.99331 3.64262 -5.77197  0.0843
97 H -2.38841 3.95037 -4.07693  0.0862
98 H -0.53052 0.09750 -8.26878  0.0785
99 H -0.47490 -0.88622 -6.92483  0.0596
100 C 2.41850 -3.55741 4.19184  -0.0841
101 C 3.02563 -2.41993 4.99825  -0.4564
102 C 2.41470 -2.36776 6.44019  -0.1663
103 O 3.06619 -1.36223 7.24892  -0.2155
104 C 2.23295 -0.31741 7.66281  -0.1108
105 N 4.39316 -2.77539 5.07058  0.0386
106 H 2.60745 -4.50845 4.68974  0.0780
107 H 2.85793 -3.63500 3.19737  0.0681
108 H 1.33761 -3.53760 4.05268  0.0653
109 H 2.86530 -1.43767 4.55376  0.1360
110 H 2.68323 -3.24620 7.02701  0.1260
111 H 1.33180 -2.26973 6.51630  0.1172
112 H 1.71856 -0.72737 8.53198  0.0910
113 H 1.50884 -0.03112 6.90006  0.0787
114 H 2.85038 0.54789 7.90392  0.0915
115 H 4.39177 -3.64441 5.58529  0.0749
116 H 4.66607 -2.12799 5.79618  0.0703
117 O 0.69014 -6.38925 -0.44653  -0.0599
118 H 0.38192 -6.96223 0.25555  0.0623
119 H 1.64003 -6.50706 -0.45286  0.0573
120 O -2.78084 -4.02766 3.11996  -0.0514
121 H -3.71736 -3.92320 3.28798  0.0389
122 H -2.66850 -3.75489 2.20935  0.0108

Atoms 1-2, force components in eV/Å:
-0.879 2.476 -1.127
0.525 -0.785 1.014


C23H42NO3P2Sm | the ωB97M-V functional and the def2-TZVPD basis

Results
multiplicity = 6
⟨S²⟩ = 8.761
max |F| = 2.63 eV/A
relative energy (zero: lowest compared OMol25 entry of this formula, charge and spin) = 85.26 kJ/mol
frontier orbital gap (alpha / beta) = 7.25 / 7.21 eV
total energy = -68645.0815 eV

Last column: Löwdin charge in e.
Cartesian coordinates (Å):
1 C -2.38733 -3.19585 -1.86114  -0.0257
2 C -1.39335 -2.28098 -1.53549  -0.2912
3 N -1.49513 -1.51530 -0.41739  0.0076
4 C -2.61561 -1.58741 0.34488  -0.2989
5 C -3.64782 -2.45117 0.02164  -0.0348
6 C -3.55341 -3.29612 -1.08956  -0.0297
7 C -0.15541 -2.13791 -2.45219  -0.2694
8 P 1.33682 -1.54848 -1.56525  0.7328
9 Sm 0.33621 0.28907 0.06651  0.9042
10 P -1.83362 0.88760 1.50857  0.7220
11 C -2.71504 -0.71470 1.63060  -0.2746
12 O -0.29131 -0.09581 -4.59890  -0.1068
13 O 0.60570 2.03966 -3.21756  -0.1882
14 H -2.22670 -3.82634 -2.72918  0.1138
15 H -4.52309 -2.45791 0.66927  0.1139
16 H -4.33638 -3.98963 -1.33976  0.1053
17 C 2.17743 -2.86543 -0.66776  -0.2606
18 C 2.48969 -0.75588 -2.70347  -0.2426
19 H -3.76477 -0.48717 1.89342  0.0902
20 H -2.24469 -1.27379 2.46651  0.1004
21 H -0.36020 -1.41777 -3.30317  0.0709
22 H 0.13760 -3.12469 -2.86019  0.0940
23 C -1.31079 1.41006 3.15882  -0.2452
24 C -2.91134 2.14662 0.79544  -0.2599
25 H -0.00695 1.74402 -2.43992  -0.0737
26 H 1.37328 2.47037 -2.80132  0.0477
27 H 0.12235 0.76782 -4.30791  0.0154
28 H -1.18022 0.14543 -4.88574  0.0526
29 H 0.70023 -0.93504 1.57399  -0.1509
30 H -0.71810 1.08990 -1.44285  -0.0894
31 H 2.59859 -3.58997 -1.36853  0.0444
32 H 2.97773 -2.45243 -0.03677  0.0298
33 H 1.48384 -3.36229 0.02126  0.0480
34 H 2.83569 -1.48200 -3.43958  0.0507
35 H 2.01867 0.08843 -3.21687  0.0211
36 H 3.34808 -0.34532 -2.15887  0.0476
37 H -3.76480 2.35510 1.44327  0.0444
38 H -2.35383 3.07607 0.61813  0.0291
39 H -3.24261 1.81570 -0.19634  0.0480
40 H -2.17210 1.63151 3.79194  0.0473
41 H -0.69645 0.62924 3.61998  0.0485
42 H -0.66425 2.29570 3.11030  0.0240
43 C 1.20830 5.73958 2.11163  -0.0742
44 C 0.79861 4.27203 1.98814  -0.3730
45 C 0.20719 4.07419 0.59862  -0.0898
46 C 1.94406 3.34977 2.41684  -0.1334
47 C 2.57040 3.61239 3.63042  -0.0586
48 C 3.69710 2.88378 4.02968  -0.0870
49 C 4.18609 1.82762 3.24794  -0.0545
50 C 3.53512 1.45320 2.08550  -0.1345
51 C 4.12986 0.33065 1.21226  -0.3839
52 C 5.39549 0.85780 0.53835  -0.0672
53 C 4.45555 -0.91948 2.03367  -0.0818
54 C 2.39007 2.21169 1.68815  -0.2937
55 O 1.73394 1.83654 0.61371  -0.3623
56 H 2.01796 5.96946 1.40560  0.0943
57 H 1.55704 5.99084 3.11714  0.0635
58 H 0.35993 6.38635 1.87114  0.0771
59 H -0.01255 4.09127 2.71186  0.1176
60 H 0.96074 4.26603 -0.17342  0.0944
61 H -0.20417 3.06501 0.45512  0.0069
62 H -0.62751 4.77550 0.45428  0.0837
63 H 2.16805 4.43635 4.22204  0.1028
64 H 4.21640 3.16459 4.93624  0.0884
65 H 5.09713 1.27608 3.49949  0.1055
66 H 3.40456 0.04466 0.43320  0.0858
67 H 6.12129 1.17377 1.30113  0.0821
68 H 5.87031 0.09841 -0.09193  0.0745
69 H 5.15924 1.72892 -0.08346  0.0849
70 H 3.55221 -1.32164 2.50980  0.0781
71 H 4.88019 -1.70362 1.39349  0.0714
72 H 5.19043 -0.68864 2.81655  0.0705

Atoms 1-2, force components in eV/Å:
-0.500 -0.279 -0.026
0.407 0.284 0.586


C26H36CrNOSi | the ωB97M-V functional and the def2-TZVPD basis

Results
multiplicity = 5
⟨S²⟩ = 6.036
max |F| = 2.73 eV/A
charge = -1
frontier orbital gap (alpha / beta) = 4.55 / 6.49 eV
total energy = -67382.7256 eV

Last column: Löwdin charge in e.
Cartesian coordinates (Å):
1 C 2.30122 -0.11142 1.76329  -0.1824
2 C 2.30111 -0.87288 0.55196  -0.1896
3 C 1.57153 -0.13644 -0.44127  -0.1951
4 H 2.83727 -1.80291 0.37706  0.1093
5 C 1.07480 1.06825 0.16657  -0.1775
6 C 1.54714 1.09193 1.52372  -0.1945
7 H 0.56270 1.87979 -0.35975  0.0903
8 C -1.45020 -2.33200 1.86450  -0.1948
9 C -0.18315 -2.78244 1.33871  -0.1978
10 C -0.15330 -2.38550 -0.06166  -0.1786
11 H 0.57901 -3.38068 1.85148  0.0968
12 C -1.39769 -1.71252 -0.37309  -0.2521
13 C -2.15909 -1.64696 0.83775  -0.1149
14 H 1.52676 -0.36110 -1.50948  0.0999
15 H 1.36080 1.90393 2.22498  0.0998
16 H 2.83428 -0.37981 2.67308  0.0841
17 H -3.16536 -1.21436 0.89937  0.0995
18 H 0.56138 -2.74367 -0.80010  0.1021
19 H -1.82604 -2.54497 2.86463  0.0911
20 Cr 0.28213 -0.64077 1.25431  0.4807
21 C -1.90415 -1.38476 -1.75671  -0.4797
22 C -3.42471 -1.60608 -1.81909  -0.0493
23 C -1.19705 -2.26723 -2.80001  -0.0393
24 H -3.68561 -2.63176 -1.53116  0.0920
25 H -3.75095 -1.41441 -2.84397  0.0589
26 H -3.94503 -0.90099 -1.16257  0.0808
27 H -1.30170 -3.33011 -2.54241  0.0931
28 H -0.13004 -2.02002 -2.87618  0.0739
29 H -1.65990 -2.09679 -3.77726  0.0767
30 C -1.57759 0.10255 -2.07079  -0.0431
31 C -2.14338 0.61998 -3.38956  -0.4495
32 H -0.48569 0.24344 -2.07745  0.0911
33 H -1.96791 0.75160 -1.26679  0.1480
34 O -3.08098 0.09676 -4.00249  0.0094
35 N -1.57480 1.74529 -3.92468  0.0441
36 C -0.41615 2.49733 -3.45975  -0.1414
37 H -2.06322 2.10141 -4.73787  0.1408
38 C 0.90942 1.81214 -3.76321  -0.2203
39 C 2.09441 2.40502 -3.31397  -0.0526
40 H 2.02628 3.32332 -2.72390  0.1169
41 C 3.32752 1.82982 -3.62312  -0.0853
42 H 4.24271 2.31304 -3.28570  0.1001
43 C 3.38478 0.64601 -4.36511  -0.0993
44 H 4.34725 0.19861 -4.61139  0.0966
45 C 2.20478 0.04373 -4.80606  -0.0826
46 H 2.22141 -0.88078 -5.38075  0.1002
47 C 0.96558 0.63801 -4.52760  -0.0408
48 H 0.04161 0.20173 -4.91921  0.1140
49 H -0.49888 2.69730 -2.37762  0.1173
50 H -0.44477 3.47305 -3.96914  0.1284
51 C 1.84121 -0.00421 5.17825  -0.2109
52 Si 0.06138 0.48269 4.84175  0.4174
53 C -1.07907 -0.30556 6.13539  -0.2100
54 C 0.01758 2.33871 5.16772  -0.2150
55 C -0.58951 0.13171 3.08292  -0.3052
56 H 2.01261 -0.08416 6.26361  0.0195
57 H 2.52085 0.76941 4.79279  0.0239
58 H 2.08883 -0.96599 4.71241  0.0196
59 H -0.70356 -0.12913 7.15784  0.0152
60 H -2.08546 0.13957 6.07533  0.0238
61 H -1.17015 -1.39040 5.98619  0.0196
62 H 0.85171 2.83878 4.66424  0.0135
63 H -0.92475 2.76924 4.80993  0.0211
64 H 0.10127 2.53964 6.24486  0.0160
65 H -1.57331 -0.36181 3.29038  -0.0221
66 H -0.88806 1.12881 2.65586  -0.0017

Atoms 1-2, force components in eV/Å:
1.186 0.710 -0.824
1.043 1.166 -0.233